[1]
Density functional theory data (ωB97M-V/def2-TZVPD) for C13H23N2O6OsP2 as an isolated structure.

Structure (XYZ):
```
47
Properties=species:S:1:pos:R:3
H 1.74752 2.84308 -0.10842
H -0.95369 -0.10986 -3.74999
C 1.40860 -2.50243 3.86427
N 2.70797 -0.36578 3.71778
H -4.16829 0.61614 -0.92329
C -1.29529 0.57110 -1.75380
C -2.06671 0.65450 -0.54157
O -0.70618 -0.26840 1.92922
H 0.51539 2.22187 -3.32746
H 3.61069 -0.59505 3.29895
H 2.76966 -0.52562 4.72446
H -2.40905 -0.76577 -3.00463
C -3.41764 0.02949 -0.38595
P 1.83534 -1.44748 1.34866
C -0.05745 1.27662 -1.51830
H 2.44037 0.62809 3.58115
H 1.04801 2.35398 1.45570
O 0.64955 -2.24302 0.83220
H 3.52324 -2.62647 0.59454
H -2.17671 3.32173 1.31942
C 1.56307 -1.17059 3.13123
Os -0.15206 -0.49562 -0.29328
H -2.37774 0.92493 -3.52596
H -2.94929 1.81455 1.82489
C 0.47135 -1.47556 -1.90159
H 1.18689 -2.32852 4.91789
C -2.00362 2.26010 1.52451
C -0.17917 1.90166 -0.22900
C 0.95638 1.57051 -2.57038
H 2.30835 -3.11100 3.76904
C -1.78258 0.12127 -3.08586
H -3.71145 -0.02833 0.66069
O -0.68362 -0.60742 4.43767
H 0.40470 3.74897 0.60964
H -1.28917 2.21664 2.34603
O 3.20874 -2.23338 1.42177
O 0.71162 1.31209 3.43096
H 0.57391 -3.05723 3.44044
O 1.93610 -0.16588 0.54945
H 1.82281 2.07802 -2.14990
H 1.30084 0.65992 -3.05848
H -1.55844 -0.23396 4.60197
H -3.42531 -0.97663 -0.80055
N 0.85941 -2.06809 -2.81539
C -1.45449 1.62768 0.30242
C 0.82821 2.75078 0.46363
P 0.09822 -0.02408 3.17964
```

## Properties
LUMO energy (alpha / beta) in eV: -4.6 / -4.7
Total charge: +1
Orbital gap (alpha / beta) in eV: 6.7 / 7.1
HOMO (alpha / beta) in eV: -11.4 / -11.8

[2]
Density functional theory data (ωB97M-V/def2-TZVPD) for one molecule with the formula C7H12.

Structure (XYZ):
```
19
Properties=species:S:1:pos:R:3
C 3.53439 0.07940 1.23746
H -3.54674 1.49844 0.06799
H -2.14346 1.26992 1.11288
H 0.38360 -0.24364 -2.22566
H 4.25725 0.81138 0.86511
H -2.19775 0.55656 -1.62974
C -2.84703 0.74999 0.44945
C -2.07586 0.03162 -0.67385
C -0.60357 -0.01580 -0.28904
C 0.38592 -0.71286 -1.23348
C 1.69368 -0.57503 -0.57706
H 4.08185 -0.78615 1.62178
H -2.46661 -0.98283 -0.82633
H 0.12208 -1.76824 -1.37804
H -3.41185 0.04961 1.07227
C 2.56766 -0.30174 0.20855
H -0.51227 -0.49310 0.69477
H 2.99983 0.53722 2.07805
H -0.25212 1.01493 -0.15359
```

## Properties
Structure (SMILES): CC#CCCCC
LUMO energy in eV: 1.1
Orbital gap in eV: 10.4
HOMO in eV: -9.3

[3]
Density functional theory data (ωB97M-V/def2-TZVPD) for C39H66N7O5PdS4 as an isolated structure.

Structure (XYZ):
```
122
Properties=species:S:1:pos:R:3
H -24.78816 10.47175 -9.45758
H -27.02702 14.56086 -2.91800
C -19.41780 10.35181 -9.55876
O -20.24978 7.84896 -8.95022
H -16.68838 7.40453 0.51566
C -20.42295 5.22127 -2.18297
C -24.70954 12.21620 -3.22742
C -22.22643 9.16805 1.43198
H -20.39595 5.56817 -3.20539
C -19.17432 12.73977 -6.78120
C -22.54770 12.33574 -7.87605
C -15.98413 6.72628 0.03387
H -20.19361 10.65305 -8.85486
H -23.10796 12.06743 -11.11179
H -22.25292 5.49586 -5.11874
H -18.43431 10.32739 -9.08944
H -21.34415 10.29381 -11.40951
C -24.01698 11.18321 -9.20163
H -27.71712 7.48805 -7.86496
H -22.02221 8.98465 -1.93713
H -26.31669 5.64049 -6.60281
N -24.20809 13.05532 -2.29348
H -25.37911 4.69603 -2.41448
H -17.72936 10.04216 -5.54851
H -24.58780 4.72189 -8.73803
C -24.05774 7.53573 -8.74410
C -24.08275 4.42181 -5.32376
H -24.07019 11.43119 -3.60342
H -24.37886 7.05596 -7.81955
C -18.02040 11.03037 -5.87277
H -22.30070 8.74956 2.42483
C -26.21439 8.55758 -5.15219
H -20.36973 7.90276 -3.48217
H -25.23822 6.58133 -4.72979
O -20.97510 6.67725 -5.91032
C -22.39130 8.46302 -5.12442
H -24.96036 7.82975 -9.27977
H -17.37119 13.97603 -6.83623
C -27.19585 7.65527 -6.93398
H -19.39390 11.08690 -10.36322
H -22.47135 9.54189 -5.25759
H -16.70361 8.11702 -9.93709
H -19.52194 5.34146 0.96463
C -25.04356 14.09652 -2.13430
C -16.93490 7.67942 -2.22624
H -25.18592 5.32508 -10.33733
H -15.63675 7.02216 -9.09202
H -24.71623 14.93265 -1.53419
S -23.07671 6.34922 -9.71836
C -19.28454 11.40365 -6.29746
H -15.36411 7.18609 -6.28619
N -23.14037 5.17785 -4.75625
H -15.17112 8.98761 -6.29974
H -21.85451 11.34204 1.59079
H -24.00738 11.05619 -6.95187
H -19.91278 13.30211 -7.33332
C -26.99576 8.86070 -6.25830
H -22.32997 7.29072 0.30404
O -21.95461 5.80499 -8.82415
C -17.25698 12.12754 -5.95634
H -16.35326 8.13786 -5.32451
C -22.21848 8.36340 0.24621
C -26.01162 12.66447 -3.65048
O -18.09588 7.18087 -7.45367
C -23.64847 11.47882 -7.87867
C -15.87022 8.15134 -6.30155
N -22.30497 12.69003 -9.19748
N -21.94756 10.38879 -0.38457
N -17.86897 13.15678 -6.51820
H -19.77083 9.33613 -4.22426
H -20.70774 8.56922 -6.48535
C -24.32410 4.98720 -9.76183
C -16.08210 8.01603 -9.04735
C -20.99374 8.00412 -5.59823
C -23.60193 5.47810 -3.53648
H -23.05590 6.14216 -2.88283
H -22.56707 8.25256 -4.06947
H -16.05863 8.32768 -2.22769
C -19.93311 5.08426 -0.00035
C -20.00311 8.29166 -4.43215
H -19.00713 7.86978 -4.56685
C -24.79025 4.75619 -3.31782
H -15.27502 8.74852 -9.06017
H -26.66410 12.27062 -4.41569
H -14.97086 7.12323 -0.02790
H -20.82072 3.12475 -2.37376
C -25.06351 4.05121 -4.45100
C -26.21966 13.84762 -2.84143
H -23.92527 4.17629 -6.36362
C -20.15891 5.97847 -1.01182
H -27.35707 9.85172 -6.49012
H -22.01253 8.67123 -11.59993
H -23.45873 8.42206 -8.53504
N -25.84975 7.22203 -5.21521
Pd -19.95053 6.02325 -7.76959
S -19.99647 8.71340 -10.17170
H -23.88133 4.09324 -10.20101
H -20.12758 2.86718 -0.04089
O -15.06874 5.74760 -2.22099
H -17.38591 7.63057 -3.21735
C -21.57737 9.36803 -10.88355
H -25.78714 9.10844 -4.32731
C -22.01376 10.46214 0.98514
H -21.89842 11.18905 -0.99879
H -25.84841 3.33426 -4.64156
C -22.04941 9.12061 -0.86606
C -23.19607 12.00709 -10.03709
H -23.26521 13.02939 -1.93236
H -20.11843 10.71801 -6.26691
S -16.43246 6.07852 -1.57827
H -21.54580 13.29482 -9.47676
H -23.19448 8.10614 -5.76912
H -21.91978 12.69273 -7.07313
S -17.14214 8.34547 -7.61351
H -22.20195 9.55011 -10.00900
H -15.91561 5.84823 0.67608
N -20.56511 3.91333 -1.79679
H -19.98805 7.04134 -0.92514
H -17.71509 8.12214 -1.60704
H -16.22669 12.31052 -5.68908
C -20.24713 3.84861 -0.47550
C -26.44163 6.67320 -6.31248
```

## Properties
LUMO energy (alpha / beta) in eV: -2.6 / -4.5
<S²>: 2.01
Total charge: +1
Orbital gap (alpha / beta) in eV: 7.0 / 5.0
HOMO (alpha / beta) in eV: -9.6 / -9.6
2S+1: 3

[4]
Density functional theory data (ωB97M-V/def2-TZVPD) for C15H37CuN2O5 as an isolated structure.

Structure (XYZ):
```
60
Properties=species:S:1:pos:R:3
H -4.25677 -0.86637 2.42140
H 1.92988 -2.32059 -4.24256
H 5.29980 2.08488 -1.82865
H 0.46642 -2.03673 6.21374
H -0.78186 -1.55660 5.13715
O -1.67376 0.41990 -2.06988
C -3.75681 1.01807 1.59030
N 3.63695 0.85150 -2.06954
H 5.31207 -0.57740 -1.96390
H 2.96297 -1.42648 5.82729
H -4.51593 -0.11549 -0.38413
C -3.43959 -0.22555 -0.51628
O 2.19345 2.82823 -0.70264
H 3.81771 4.05397 -0.79203
H -1.70462 0.10906 -4.05702
H -3.10263 1.48149 2.32881
C -3.06157 0.56837 -1.77954
C 3.39777 3.22444 -1.36090
H -5.20929 0.55568 3.09623
H -3.67262 0.14906 -2.57885
C -6.66792 -1.36477 1.69606
C -1.34963 0.85944 -3.35062
H 2.73257 -2.92750 4.83899
N -2.78918 0.37507 0.63578
H 3.97496 -2.55566 -2.17738
H -3.18737 -1.28285 -0.59763
H -4.31827 1.78801 1.06109
C 1.11411 3.68126 -0.81014
C 4.25193 -0.47838 -1.73066
C -4.80463 0.05360 2.21744
C 0.13884 -2.13852 5.17913
C 3.54948 -1.59729 -2.47497
O -5.87789 -0.28107 1.35222
H 3.44424 -1.49122 4.14154
H -7.24198 -1.24648 2.61505
H -3.33125 1.58542 -1.49496
H 1.16891 -0.51942 4.35299
H -6.09667 -2.26937 1.90451
Cu 1.03632 0.44975 -0.09331
H -2.44317 -0.44914 1.10596
C 2.94832 -2.23498 -4.62145
H 4.49379 1.63289 -0.36634
H 0.25907 3.31655 -0.24095
H -1.97303 1.68653 -3.69034
H 3.64349 0.90346 -3.07819
C 1.27287 -1.60433 4.33660
H -7.44603 -1.54129 0.95344
H 1.31735 4.71548 -0.53228
H 3.22943 3.48321 -2.40628
H 4.11160 -0.63214 -0.66072
C 4.31050 1.97955 -1.38336
H 2.85073 -1.85680 -5.63907
H -0.05910 -3.15038 4.82550
O 3.61235 -1.28180 -3.87955
O 1.10998 -1.88945 2.96708
H -0.29256 1.12198 -3.39281
H 3.39223 -3.23016 -4.59604
H 0.88658 3.63692 -1.87521
C 2.69588 -1.83822 4.85403
H 2.49157 -1.62735 -2.21415
```

## Properties
LUMO energy in eV: -1.4
Orbital gap in eV: 4.2
HOMO in eV: -5.6